[1]
A structure of composition C26H17MnN6O6 at a distorted geometry, computed with ωB97M-V with the def2-TZVPD basis set.

Results
⟨S²⟩: 0.807
Total charge: +1
Gap between HOMO and LUMO (alpha / beta) (eV): 4.79 / 5.02
Highest occupied orbital energy (alpha / beta) (eV): -10.56 / -10.56
Spin multiplicity: 2
E_LUMO (alpha / beta) (hartree): -0.212 / -0.204

Geometry (Å):
1 Mn -0.993 -0.390 0.033
2 O 0.890 1.218 -3.631
3 C 0.399 2.469 -3.493
4 C 0.753 3.403 -4.468
5 C 0.294 4.699 -4.391
6 C -0.532 5.102 -3.340
7 C -0.881 4.189 -2.373
8 C -0.426 2.862 -2.427
9 C -0.810 1.935 -1.362
10 O -0.486 0.659 -1.476
11 N -1.455 2.369 -0.311
12 N -1.740 1.331 0.551
13 C -2.508 1.570 1.563
14 C -2.890 0.573 2.524
15 C -3.778 0.943 3.548
16 C -4.185 0.039 4.500
17 C -3.698 -1.267 4.450
18 C -2.818 -1.661 3.462
19 C -2.400 -0.755 2.483
20 O -1.535 -1.178 1.564
21 H 0.513 0.669 -2.924
22 H 1.390 3.074 -5.278
23 H 0.575 5.408 -5.159
24 H -0.895 6.119 -3.286
25 H -1.519 4.477 -1.551
26 H -2.888 2.581 1.674
27 H -4.145 1.962 3.573
28 H -4.871 0.337 5.280
29 H -4.012 -1.985 5.197
30 H -2.432 -2.671 3.424
31 O 4.389 -4.716 -1.369
32 N 4.593 -3.988 -0.419
33 O 5.614 -3.955 0.228
34 C 3.568 -2.968 -0.108
35 C 4.011 -1.865 0.535
36 C 3.119 -0.800 0.860
37 C 3.511 0.378 1.522
38 C 2.569 1.337 1.792
39 C 1.238 1.115 1.421
40 N 0.854 0.012 0.802
41 C 1.776 -0.928 0.504
42 C 1.317 -2.091 -0.208
43 N 0.002 -2.102 -0.543
44 C -0.499 -3.179 -1.117
45 C 0.282 -4.297 -1.404
46 C 1.623 -4.287 -1.114
47 C 2.191 -3.149 -0.502
48 H 5.055 -1.797 0.806
49 H 4.546 0.517 1.808
50 H 2.831 2.258 2.292
51 H 0.471 1.849 1.628
52 H -1.551 -3.164 -1.367
53 H -0.175 -5.159 -1.867
54 H 2.237 -5.139 -1.350
55 O -3.737 -1.184 -0.410
56 N -2.751 -0.783 -0.779


[2]
A structure of composition C26H18BF16N3O3Pt, computed with ωB97M-V with the def2-TZVPD basis set.

Results
Total charge: -2
Gap between HOMO and LUMO (eV): 6.14
Highest occupied orbital energy (eV): -1.79
E_LUMO (hartree): 0.160

Geometry (Å):
1 Pt -1.379 0.371 -0.958
2 C 4.090 4.899 -1.812
3 C 3.127 3.805 -1.430
4 C 3.430 2.865 -0.448
5 C 2.533 1.885 -0.102
6 C 1.255 1.749 -0.710
7 N 0.475 0.688 -0.339
8 C 1.154 -0.429 0.220
9 C 2.042 -1.087 -0.636
10 C 2.739 -2.219 -0.262
11 C 2.557 -2.738 1.012
12 C 3.248 -4.000 1.458
13 C 1.696 -2.070 1.874
14 C 0.982 -0.919 1.529
15 C 0.000 -0.216 2.538
16 O -1.186 0.061 2.057
17 C 0.760 1.078 3.047
18 F 0.301 1.535 4.236
19 F 0.637 2.082 2.182
20 F 2.100 0.882 3.229
21 C -0.216 -1.116 3.820
22 F 0.882 -1.312 4.618
23 F -0.653 -2.348 3.477
24 F -1.154 -0.611 4.629
25 C 0.923 2.748 -1.663
26 C 1.872 3.714 -2.001
27 C -0.446 2.779 -2.356
28 O -1.464 2.217 -1.654
29 C -0.959 4.250 -2.549
30 F -0.330 4.957 -3.528
31 F -0.815 4.956 -1.419
32 F -2.255 4.280 -2.872
33 C -0.298 2.129 -3.771
34 F 0.069 0.843 -3.681
35 F -1.443 2.168 -4.473
36 F 0.643 2.729 -4.540
37 H 5.124 4.546 -1.781
38 H 4.020 5.759 -1.139
39 H 3.891 5.260 -2.823
40 H 4.386 2.905 0.067
41 H 2.801 1.192 0.683
42 H 2.162 -0.674 -1.632
43 H 3.412 -2.702 -0.964
44 H 4.060 -4.266 0.778
45 H 2.550 -4.841 1.490
46 H 3.666 -3.889 2.460
47 H 1.596 -2.483 2.865
48 H 1.619 4.438 -2.762
49 F -5.139 -0.258 0.031
50 B -4.876 -0.259 -1.359
51 F -5.075 -1.536 -1.875
52 F -5.646 0.688 -2.001
53 F -3.471 0.073 -1.535
54 N -4.886 -2.447 2.027
55 C -3.902 -3.369 1.992
56 O -3.919 -4.390 2.667
57 C -2.791 -3.086 1.028
58 C -2.046 -4.140 0.527
59 C -1.079 -3.882 -0.429
60 C -0.889 -2.579 -0.848
61 N -1.565 -1.557 -0.321
62 C -2.490 -1.797 0.613
63 H -5.626 -2.589 2.690
64 H -4.933 -1.662 1.389
65 H -2.249 -5.140 0.887
66 H -0.482 -4.673 -0.861
67 H -0.171 -2.325 -1.612
68 H -2.969 -0.924 1.024


[3]
A structure of composition C26H18F5N6O4S2Tc at a distorted geometry, computed with ωB97M-V with the def2-TZVPD basis set.

Results
⟨S²⟩: 0.997
Total charge: +1
Gap between HOMO and LUMO (alpha / beta) (eV): 6.45 / 6.45
Highest occupied orbital energy (alpha / beta) (eV): -11.47 / -11.47
Spin multiplicity: 2
E_LUMO (alpha / beta) (hartree): -0.184 / -0.184

Geometry (Å):
1 Tc 0.343 -1.664 -0.113
2 O 2.413 -3.595 -0.965
3 C 3.007 -2.733 -0.348
4 N 2.359 -1.580 0.053
5 S 3.370 -0.479 0.799
6 O 3.553 0.682 -0.019
7 O 2.905 -0.287 2.143
8 C 4.768 -1.551 0.717
9 C 6.040 -1.302 1.190
10 C 6.990 -2.295 0.985
11 C 6.667 -3.477 0.323
12 C 5.383 -3.703 -0.153
13 C 4.431 -2.721 0.060
14 H 6.288 -0.378 1.694
15 H 8.000 -2.146 1.343
16 H 7.432 -4.226 0.176
17 H 5.123 -4.613 -0.675
18 C 0.059 1.099 2.014
19 C 0.387 1.347 0.584
20 N 0.533 0.425 -0.364
21 C 0.890 1.077 -1.526
22 C 0.964 2.400 -1.276
23 N 0.651 2.556 0.058
24 C 0.553 3.853 0.717
25 N -0.431 4.672 0.085
26 N -0.035 5.729 -0.675
27 N -1.048 6.272 -1.208
28 C -2.179 5.578 -0.827
29 C -3.522 5.779 -1.151
30 C -4.432 4.900 -0.614
31 C -4.028 3.845 0.228
32 C -2.708 3.634 0.557
33 C -1.788 4.530 0.010
34 H 0.198 0.048 2.256
35 H -0.967 1.383 2.252
36 H 0.738 1.648 2.664
37 H 1.087 0.546 -2.440
38 H 1.202 3.241 -1.903
39 H 1.503 4.376 0.625
40 H 0.322 3.693 1.768
41 H -3.819 6.594 -1.796
42 H -5.484 5.017 -0.833
43 H -4.786 3.188 0.635
44 H -2.415 2.827 1.214
45 C -1.071 -4.736 -0.504
46 C -0.346 -3.570 0.030
47 O 0.372 -3.477 0.993
48 H -0.445 -5.618 -0.369
49 H -1.325 -4.586 -1.549
50 H -1.984 -4.865 0.083
51 F -6.222 -2.788 0.646
52 C -5.064 -2.543 0.059
53 C -3.995 -2.067 0.805
54 F -4.115 -1.850 2.108
55 C -2.803 -1.830 0.154
56 F -1.737 -1.370 0.909
57 C -2.602 -2.030 -1.202
58 S -1.082 -1.601 -1.977
59 C -3.692 -2.516 -1.919
60 F -3.573 -2.741 -3.221
61 C -4.908 -2.769 -1.304
62 F -5.926 -3.234 -2.007